Computed, not measured: a molecular structure, C37H43IrN5O5P at a distorted geometry, with ωB97M-V/def2-TZVPD.

Geometry as XYZ:
```
92
Properties=species:S:1:pos:R:3:forces:R:3:lowdin_charge:R:1
Ir -0.01210 -0.34000 -0.13680 2.8230 -0.4610 -2.3020 1.495
C 1.99780 6.47820 -0.04680 0.4153 0.4872 0.4052 -0.030
C 1.47730 5.13480 -0.36350 -0.3949 -0.7679 -0.5222 -0.236
C 0.67510 4.90200 -1.48890 0.4879 0.2631 0.8093 0.054
C 0.25910 3.63060 -1.84290 0.1645 -1.1934 0.4252 -0.143
C -0.53910 3.49280 -3.03530 0.6424 -0.7860 -0.6671 0.082
N -0.28170 2.67360 -4.04150 -0.6700 1.4097 1.0857 0.105
C 0.97790 2.01470 -4.29410 0.6084 -0.7316 -0.0245 -0.137
C 0.79180 0.51920 -4.56420 0.2892 0.1348 0.1147 -0.143
C 2.00310 -0.10270 -5.28230 -0.9660 -0.2855 -0.5301 -0.125
N 3.20040 -0.02150 -4.48010 0.8629 -1.0366 2.0472 0.126
C 3.46920 -0.76890 -3.42300 -0.4802 0.8622 -1.2140 0.094
C 2.79330 -1.99370 -3.02590 -1.0314 0.5047 1.1727 -0.134
C 2.85050 -3.19480 -3.69800 -0.3003 -1.0808 0.2112 0.036
C 2.30170 -4.36850 -3.13530 0.1602 0.9752 -0.0816 -0.256
C 2.44670 -5.68000 -3.80810 0.1072 -0.6537 0.0571 -0.034
C 1.66930 -4.29430 -1.89640 0.2115 0.4423 -0.3432 0.037
C 1.49130 -3.09220 -1.21360 0.7340 0.9149 -1.2336 -0.128
C 0.88200 -3.09570 0.08120 -0.4064 0.3118 0.7388 -0.042
N 0.33880 -2.10500 0.71790 0.0907 -1.1520 -0.5069 -0.156
C 0.03610 -2.26830 2.12680 -0.3209 -0.0350 0.9927 -0.180
C 0.40350 -0.99640 2.91350 0.2145 -0.0307 -0.2317 -0.133
C 1.63890 -0.29370 2.34190 0.1627 -0.6085 0.6311 -0.171
N 1.24640 0.53170 1.21950 -0.8271 0.1965 -0.7752 -0.110
C 1.64730 1.74920 1.16810 0.0566 -0.1617 0.0472 -0.044
C 1.33160 2.75640 0.20100 -0.7093 -0.0108 -1.0344 -0.105
C 1.79510 4.04750 0.45050 -0.3495 0.2742 -0.6170 0.062
C 0.51600 2.50360 -0.96440 0.7956 1.4885 0.4506 -0.311
O -0.07970 1.40640 -1.19210 -0.8573 -1.0927 -0.9529 -0.194
C 2.06190 -1.89020 -1.77750 -0.0113 -2.8455 -1.0469 -0.330
O 1.95090 -0.75200 -1.25950 -2.3544 3.1015 2.2390 -0.068
H 1.64850 7.22920 -0.74760 -0.0027 0.1061 0.0150 0.090
H 3.08980 6.46390 -0.05570 -0.0178 0.1367 -0.1039 0.101
H 1.71080 6.76290 0.96630 -0.0788 0.1585 -0.0557 0.101
H 0.39960 5.72840 -2.12460 -0.0029 0.2609 -0.0579 0.139
H -1.38470 4.16050 -3.14670 -0.1914 -0.0286 -0.2501 0.168
H -0.91200 2.69940 -4.83520 -0.1205 0.1173 0.0800 0.176
H 1.63690 2.17450 -3.44000 -0.1030 0.0839 -0.0359 0.133
H 1.42980 2.48890 -5.17500 -0.1438 0.0994 0.1109 0.151
H -0.07650 0.37630 -5.20790 -0.0205 -0.1024 -0.1008 0.125
H 0.60600 0.01410 -3.61580 -0.0651 -0.1045 0.0563 0.093
H 2.17980 0.42960 -6.21810 0.1241 -0.1575 0.0078 0.146
H 1.79410 -1.14920 -5.51260 0.0648 0.1497 -0.0481 0.126
H 3.80730 0.76920 -4.65420 0.1499 0.0677 0.1078 0.179
H 4.23930 -0.39860 -2.75640 0.2341 0.1793 -0.1204 0.168
H 3.38610 -3.26230 -4.63550 0.0474 -0.0643 -0.0949 0.139
H 2.87680 -5.59110 -4.80110 -0.0499 -0.0578 -0.0770 0.089
H 1.48960 -6.19980 -3.85930 -0.0046 0.0087 -0.1998 0.092
H 3.09800 -6.32080 -3.20970 0.0847 -0.0465 -0.1377 0.103
H 1.28950 -5.20180 -1.45280 -0.0642 -0.2155 0.0676 0.140
H 0.91990 -4.06260 0.58920 0.0452 0.1970 0.1609 0.158
H 0.58260 -3.12760 2.52910 -0.0426 0.1077 -0.1253 0.135
H -1.03210 -2.46160 2.26250 0.0483 -0.0199 -0.0827 0.118
H 0.58770 -1.26710 3.95150 -0.0501 -0.0186 0.0160 0.131
H -0.41580 -0.27570 2.89350 -0.0687 -0.0750 0.1027 0.106
H 2.38300 -1.02160 1.99610 -0.0521 0.0685 0.0853 0.137
H 2.10860 0.32600 3.11200 -0.0581 -0.0441 -0.1749 0.137
H 2.30610 2.09800 1.96480 -0.0557 -0.2180 0.0205 0.156
H 2.39510 4.22700 1.32890 0.1414 0.0003 0.1796 0.141
O -2.06400 3.30990 -0.03120 -0.5501 0.7216 -0.7439 0.215
C -1.88590 2.31850 0.61520 0.2778 -0.3668 0.3593 -0.569
O -1.11940 1.85000 1.42510 0.0362 -0.1631 0.6603 0.132
C -3.04640 1.16160 0.30320 -0.1400 -0.0925 0.0179 -0.125
C -4.34280 1.65850 0.19260 -0.3534 -0.2057 -0.0651 0.036
C -5.31900 0.70310 0.05600 0.0971 0.2828 0.0443 0.051
C -4.99260 -0.66450 0.08120 0.4367 -0.2875 0.0238 -0.133
C -5.97920 -1.67410 0.02820 0.0596 -0.1370 0.0144 0.008
C -5.62950 -2.99230 0.14400 -0.2162 0.2104 -0.0410 -0.036
C -4.28330 -3.35430 0.30800 0.2497 0.2613 0.1255 -0.057
C -3.29330 -2.40350 0.31670 0.0138 -0.2185 0.1199 -0.048
C -3.61900 -1.04300 0.20850 -0.8970 -0.0704 -0.1256 -0.198
N -2.67560 -0.06550 0.27520 1.6772 0.3965 0.3210 0.150
H -4.54220 2.71540 0.22310 -0.0263 0.0840 -0.0287 0.134
H -6.35280 0.99940 -0.05050 -0.1071 0.0363 0.0167 0.142
H -7.01280 -1.37960 -0.07390 -0.1156 -0.0132 -0.0170 0.131
H -6.38780 -3.75850 0.11480 -0.0936 -0.0646 0.0379 0.125
H -4.03270 -4.39840 0.42000 0.0703 -0.0882 0.0062 0.125
H -2.25660 -2.68380 0.40670 0.1283 -0.0157 0.0044 0.086
C -3.05600 -3.37240 -2.71800 0.2679 0.5715 -0.0953 -0.141
P -1.89840 -1.99380 -2.97310 -0.3532 -0.3697 -0.7159 0.641
C -0.80160 -2.65930 -4.27550 -0.3960 0.2525 0.4234 -0.132
C -2.89380 -0.61950 -3.64090 0.3456 -0.4988 0.2294 -0.131
O -1.10010 -1.58200 -1.76700 0.5485 0.6895 0.9749 -0.445
H -3.36320 -3.72820 -3.69820 -0.0006 -0.0773 -0.1742 0.075
H -3.94000 -3.06610 -2.17090 -0.0363 0.0714 0.0155 0.038
H -2.56120 -4.18020 -2.18400 0.0733 -0.0480 0.0237 0.071
H -1.26060 -2.56880 -5.25570 -0.0761 -0.0131 -0.1300 0.070
H -0.64380 -3.71440 -4.06090 0.0600 -0.0649 -0.0036 0.061
H 0.16040 -2.16090 -4.26180 0.1276 0.0955 0.0392 0.014
H -3.26690 -0.85130 -4.63380 -0.0328 -0.0537 -0.1419 0.067
H -2.29750 0.28750 -3.66410 0.1158 0.1062 -0.0033 0.032
H -3.74560 -0.46200 -2.98440 -0.0861 0.0472 0.1380 0.053
```
Positions in Å, forces in eV/Å.

## Properties
⟨S²⟩ = 0.765
gap between HOMO and LUMO (alpha / beta) = 0.2387 / 0.1731 Eh
LUMO level (alpha / beta) = -8.83 / -10.58 eV
net charge = +3
spin multiplicity = 2

=====

Computed, not measured: a molecular structure, C33H37InN6O3 at a distorted geometry, with ωB97M-V/def2-TZVPD.

Geometry as XYZ:
```
80
Properties=species:S:1:pos:R:3:forces:R:3:lowdin_charge:R:1
In -19.31452 4.38558 -5.25858 2.5440 1.4068 -0.2286 0.910
O -23.34627 7.64097 -7.12228 0.6600 -1.4506 1.2310 -0.045
C -23.13421 8.31689 -6.00381 0.4241 0.9713 -0.3672 -0.293
C -23.86124 9.53566 -5.79873 1.9576 -0.8008 2.3615 -0.007
C -23.51705 10.34300 -4.69043 -0.8779 -0.4831 -0.9312 -0.096
C -22.50721 9.98662 -3.79149 2.0255 -0.7656 0.6422 -0.105
C -21.75227 8.77500 -3.95834 -1.9600 0.6025 -0.9040 0.001
C -22.09130 7.93717 -5.06161 -0.3529 0.8427 0.6987 -0.082
C -21.36061 6.67656 -5.19180 0.1433 0.1405 0.1678 -0.392
O -20.48293 6.28247 -4.36934 -0.6031 -0.3414 -0.6321 -0.061
N -21.71165 5.99281 -6.31847 0.3609 -0.6046 0.6274 0.059
N -20.99326 4.88029 -6.52511 -0.9233 -0.4597 -2.1553 -0.036
C -21.09083 4.23079 -7.65554 -0.6612 1.4608 0.5426 -0.040
C -20.14932 3.16919 -7.90912 1.8770 -1.4455 -1.2532 -0.250
C -19.83589 2.71476 -9.22721 -0.3729 0.8259 0.7699 -0.004
C -18.93359 1.69352 -9.47791 -0.4265 0.4147 -0.0900 -0.053
C -18.25388 1.13074 -8.40444 -0.7216 0.6121 0.9658 -0.031
C -18.53500 1.67104 -7.13387 0.2659 0.9116 0.3085 -0.066
N -19.41519 2.69407 -6.88639 0.0663 -1.6708 -0.5938 0.046
H -22.65108 6.66075 -6.90562 -0.7250 1.1718 -0.9040 0.095
H -24.69463 9.73958 -6.40954 -0.6346 0.3493 -0.7856 0.089
H -24.12232 11.25957 -4.53098 0.6537 -0.6119 -0.0144 0.108
H -22.18939 10.69254 -2.99177 -0.5084 -0.6668 -0.6003 0.099
H -20.98362 8.36278 -3.28288 -0.4273 0.7829 -0.2941 0.114
H -21.79568 4.54715 -8.46076 0.6249 -0.1458 0.7712 0.159
H -20.16110 3.31084 -10.06590 -0.6334 -0.1856 -0.1014 0.113
H -18.82290 1.42242 -10.53483 0.4110 -0.1013 0.6062 0.121
H -17.50738 0.35822 -8.51036 -0.0631 -0.0523 0.0318 0.109
H -17.94845 1.35348 -6.25256 -0.4236 0.1849 -0.5880 0.125
C -19.66335 4.78024 -1.51850 -0.6620 0.0883 0.1223 0.037
C -19.99755 3.54648 -2.29391 1.2959 -0.0282 -3.2468 -0.419
O -19.39626 3.31916 -3.44024 -1.5928 -0.2829 3.2643 -0.109
N -20.95998 2.75618 -1.86205 -1.0205 -0.3873 0.6064 0.108
C -21.55356 1.55130 -2.51530 1.5255 0.0223 0.4067 -0.077
C -22.72981 1.84738 -3.38645 -0.5545 -0.4437 0.0009 -0.288
C -23.95988 1.21548 -3.10719 0.4881 -0.1522 0.4355 -0.036
C -25.02953 1.39505 -3.94331 1.3194 1.3335 -2.2385 -0.037
C -24.79390 2.13720 -5.16583 -0.6662 -0.8029 1.6964 -0.028
C -23.58442 2.78736 -5.25973 0.5110 0.5998 -0.5521 -0.135
N -22.53773 2.65528 -4.41802 -0.7982 -0.0206 0.0125 0.133
H -20.16325 4.75077 -0.54020 0.4197 0.0593 -0.1108 0.090
H -20.13801 5.60938 -2.08315 0.5379 -0.2523 0.1369 0.095
H -18.57707 4.92790 -1.43189 -0.4623 -0.0338 -0.1227 0.113
H -21.45218 3.07226 -1.02048 0.4621 -0.2278 -0.4916 0.162
H -21.83544 0.85708 -1.69305 0.2826 0.4266 -0.6318 0.132
H -20.74252 1.09936 -3.13538 -0.5861 0.2743 0.5352 0.145
H -24.07258 0.53114 -2.25157 0.1946 0.6271 -0.2698 0.119
H -25.96075 1.00702 -3.64670 -1.1148 -0.5733 -0.1663 0.092
H -25.51865 2.22742 -5.98707 0.1899 0.0701 0.7278 0.112
H -23.44583 3.51722 -6.06726 0.1138 -0.4418 0.1532 0.101
C -17.69434 9.29956 -5.79257 0.2307 0.3523 -1.1616 -0.099
C -17.48995 7.85478 -6.22964 -0.2493 -0.1137 1.0443 -0.402
C -17.18365 7.73471 -7.72532 -0.6144 0.7920 -0.6142 -0.070
C -16.47128 7.17458 -5.32903 -1.3780 -1.5309 -0.7210 -0.134
C -15.55881 7.85308 -4.56674 0.8267 0.2461 0.2011 -0.084
C -14.54337 7.14254 -3.93323 1.3111 -0.0947 1.1929 -0.134
C -14.57774 5.76206 -3.91459 1.3400 -0.4285 -0.4193 -0.099
C -15.56122 5.02593 -4.54638 -0.7017 0.2090 -0.8006 -0.183
C -15.61282 3.53311 -4.49719 0.6851 -0.4989 0.9148 -0.379
C -15.14312 3.00920 -3.08161 -0.8381 0.3297 -0.3146 -0.072
C -15.02705 2.75603 -5.71735 1.0957 -0.9689 1.2389 -0.066
C -16.61181 5.68541 -5.29496 3.8983 3.3049 2.5947 -0.410
N -17.51914 5.10218 -5.97702 -4.1250 -2.7701 -1.9349 -0.073
H -18.53883 9.66166 -6.38428 -0.0181 0.4056 0.2104 0.069
H -16.81035 9.94377 -6.02667 -0.6179 -0.4489 0.2318 0.087
H -17.92605 9.36191 -4.73690 -0.0425 0.0969 0.2137 0.071
H -18.44146 7.30883 -6.03533 0.3878 0.3276 -0.2122 0.101
H -16.15027 7.93755 -7.93174 0.7540 0.1955 0.0517 0.066
H -17.74847 8.49039 -8.34554 0.2464 -0.6885 0.7163 0.085
H -17.37777 6.75068 -8.14044 -0.1763 -0.2114 0.2376 0.054
H -15.54618 8.93606 -4.43048 -0.1427 -0.1905 -0.5252 0.098
H -13.63538 7.58474 -3.43592 -1.3201 0.0477 -0.5526 0.101
H -13.66164 5.24217 -3.55017 -0.9230 0.3028 0.0634 0.109
H -16.67312 3.33610 -4.53914 -0.5912 -0.3933 0.0347 0.063
H -14.09359 3.19342 -2.81563 -0.2962 0.2596 -0.2129 0.060
H -15.26033 1.93095 -3.06227 -0.1314 -0.3524 0.1205 0.050
H -15.82146 3.45036 -2.27960 0.9575 -0.4484 -0.9643 0.090
H -13.92720 2.82379 -5.80531 -0.3068 0.6700 0.0325 0.071
H -15.47009 3.03464 -6.66984 -0.2014 0.0357 0.0974 0.059
H -15.08589 1.64642 -5.52347 -0.6412 0.8168 -0.3125 0.071
```
Positions in Å, forces in eV/Å.

## Properties
gap between HOMO and LUMO (alpha / beta) = 0.1447 / 0.1447 Eh
energy above the lowest of the compared OMol25 structures with the same formula, charge and spin = 130.6 kJ/mol
LUMO level (alpha / beta) = -1.28 / -1.28 eV
net charge = 0
spin multiplicity = 1

=====

no.,energy (Eh)
1,-2530.50711
2,-2023.98232